A structure of composition C31H52BrN3OP2Ru, computed with ωB97M-V with the def2-TZVPD basis set.

Geometry as ORCA input:
```
! wB97M-V def2-TZVPD RIJCOSX def2/J DEFGRID3
* xyz 4 5
N 0.45181 -5.20914 6.36414
C 0.03686 -3.96806 6.61727
C 0.19817 -2.92378 5.70281
C 0.75784 -3.20488 4.42293
C 1.19004 -4.53611 4.19008
C 1.01393 -5.48942 5.19451
C 0.80212 -2.18252 3.40824
Ru 0.69378 -0.59507 1.12774
P -2.06217 0.20561 -4.68959
C 0.53915 -2.42715 2.02968
C -0.74955 -1.95471 1.46150
C -1.07476 -2.33078 0.13276
C -2.25446 -1.83773 -0.42996
C -3.11095 -0.98996 0.30460
C -2.63812 -0.40571 1.48482
C -1.46396 -0.91044 2.12619
Br -4.78262 -0.63016 -0.39797
H 0.93683 -1.12961 3.69612
H 0.87257 -3.36783 1.57716
H -0.16057 -1.92061 5.95659
H 1.65745 -4.82133 3.25288
H -0.41899 -3.77900 7.59475
H 1.36007 -6.51068 5.05582
H -0.44847 -3.07949 -0.34873
H -1.33420 -0.74894 3.20437
H -2.51219 -2.17145 -1.42888
H -3.19197 0.37679 2.00126
P 2.11554 -0.98243 -0.41739
C -3.73178 0.16875 -3.95291
C -4.81643 -0.25821 -4.95245
H -3.93751 1.18929 -3.59504
H -3.71075 -0.48522 -3.07109
H -5.78665 -0.27916 -4.44480
H -4.90911 0.45026 -5.78395
H -4.65187 -1.25856 -5.37164
C -1.37667 -1.46772 -4.44369
C -1.14928 -2.18953 -5.78736
H -2.11165 -2.01688 -3.83365
H -0.43189 -1.36522 -3.88781
H -0.80474 -3.21422 -5.61127
H -2.06749 -2.24989 -6.38705
H -0.38008 -1.69010 -6.38917
C -1.22510 1.55105 -3.79309
C -1.39746 2.83535 -4.62270
H -0.16340 1.28520 -3.68063
H -1.69637 1.63012 -2.80427
H -0.58751 3.54522 -4.43893
H -1.39988 2.61842 -5.69842
H -2.33796 3.35025 -4.39576
C 2.42750 0.78434 -0.77022
C 3.80216 1.21972 -1.29295
H 2.17400 1.33175 0.15582
H 1.62398 1.04565 -1.47858
H 4.49801 1.43091 -0.46699
H 4.25988 0.49235 -1.97734
H 3.65634 2.16085 -1.84476
C 1.63627 -1.83201 -1.93330
C 2.13415 -3.26878 -2.02659
H 1.97006 -1.19787 -2.76565
H 0.53705 -1.80389 -1.93649
H 3.22430 -3.32754 -1.93857
H 1.68605 -3.89465 -1.24379
H 1.84197 -3.69179 -2.99357
C 3.66337 -1.61813 0.29010
C 3.65278 -1.17143 1.74455
H 4.50146 -1.18937 -0.27438
H 3.70214 -2.70258 0.19006
H 4.21034 -1.86010 2.37341
H 4.07795 -0.17210 1.85783
H 2.62441 -1.11583 2.15164
C 1.07293 2.58234 3.88143
N 0.52826 3.54406 2.95738
C -0.05334 4.73837 3.52137
C -0.25224 5.80470 2.47670
C -0.80119 5.27848 1.17514
N -0.15676 4.03767 0.79862
C -0.27328 3.60838 -0.57207
C 0.25597 3.10548 1.69827
O 0.41005 1.90288 1.36584
H 0.35855 1.78217 4.11488
H 1.34128 3.10033 4.80564
H 1.97794 2.13583 3.46530
H -1.02022 4.50882 4.00489
H 0.62204 5.10304 4.30342
H 0.69236 6.32032 2.28294
H -0.94841 6.55347 2.86106
H -0.62284 5.99273 0.36221
H -1.89384 5.13132 1.25021
H -0.67231 4.44091 -1.15538
H 0.70863 3.34921 -0.98025
H -0.92735 2.73536 -0.68584
*
```

Properties
Orbital gap (alpha / beta)   4.78 / 3.08 eV
Total energy   -4801.879356 Ha
Maximum force   3.97 eV/A

Atomic partial charges in e from the Mulliken method, atoms 1 to 6:
1. N -0.137
2. C -0.383
3. C -0.254
4. C -0.072
5. C -0.082
6. C -0.479